# 1
Computed, not measured: 2 unconnected molecules or ions with the total composition C3H10N2O at a distorted geometry, with wB97M-V/def2-TZVPD.

Values from the calculation:
Kohn-Sham gap (alpha / beta)   8.6 / 4.6 eV
⟨S²⟩   0.771
Electronic energy   -304.66541 Eh
ΔE to the lowest compared entry with this formula, charge and spin   3.2615 eV
Strongest force on any atom   4.42 eV/A
LUMO (alpha / beta)   -0.17224 / -0.31298 Ha

```
! RIJCOSX wB97M-V def2-TZVPD def2/J DEFGRID3
* xyz 1 2
C -1.605 1.219 -0.115
C -1.650 0.382 1.003
N -1.787 0.889 -1.497
H -1.410 2.295 0.084
H -1.650 0.821 2.039
H -1.777 -0.697 0.987
H 1.962 0.240 -1.099
H -1.298 1.380 -2.239
H -2.049 -0.083 -1.751
N 1.516 -0.555 1.193
C 1.639 -1.328 -0.058
O 2.258 -0.666 -1.318
H 2.330 -0.113 1.641
H 0.622 -0.008 1.330
H 2.268 -2.169 0.324
H 0.629 -1.609 -0.524
*
```

These are the Löwdin partial charges, in e, on atoms 1 to 4: number 1, C, carries -0.07; number 2, C, carries 0.15; number 3, N, carries 0.22; number 4, H, carries 0.15

# 2
Computed, not measured: 4 unconnected molecules or ions with the total composition C12H33ClO12P3 at a distorted geometry, with wB97M-V/def2-TZVPD.

Values from the calculation:
Kohn-Sham gap   2.8 eV
Electronic energy   -2864.36936 Eh
Strongest force on any atom   2.37 eV/A
LUMO   0.07060 Ha

```
! RIJCOSX wB97M-V def2-TZVPD def2/J DEFGRID3
* xyz -1 1
C -2.175 3.058 2.937
C -3.415 2.164 3.259
C -4.720 3.029 3.142
Cl -5.064 3.257 1.340
H -1.967 3.706 3.795
H -2.353 3.713 2.087
H -1.282 2.431 2.774
H -3.445 1.306 2.590
H -3.371 1.877 4.313
H -4.433 3.991 3.605
C 4.956 1.022 2.579
O 4.103 0.051 1.970
P 2.553 0.018 2.369
O 1.945 1.340 2.579
O 2.465 -0.987 3.600
C 2.842 -0.519 4.893
O 1.912 -0.863 1.219
C 1.698 -0.218 -0.040
H 5.800 0.508 3.039
H 5.328 1.699 1.811
H 4.438 1.608 3.338
H 2.748 0.565 4.974
H 3.871 -0.818 5.104
H 2.182 -0.979 5.626
H 2.651 0.081 -0.480
H 1.059 0.657 0.085
H 1.204 -0.922 -0.705
C 2.401 2.327 -7.142
O 2.108 2.179 -5.750
P 2.538 0.835 -4.999
O 3.836 0.281 -5.424
O 1.292 -0.142 -5.140
C 1.096 -0.834 -6.370
O 2.421 1.238 -3.473
C 3.476 2.038 -2.935
H 1.477 2.559 -7.671
H 3.100 3.153 -7.271
H 2.841 1.427 -7.570
H 2.028 -0.944 -6.927
H 0.366 -0.297 -6.978
H 0.708 -1.825 -6.145
H 3.503 3.013 -3.423
H 4.436 1.536 -3.059
H 3.286 2.177 -1.874
C -3.189 -3.262 -0.844
O -3.733 -3.736 0.389
P -3.747 -2.755 1.656
O -4.036 -1.349 1.338
O -2.367 -3.034 2.396
C -1.176 -2.445 1.875
O -4.768 -3.467 2.637
C -6.156 -3.303 2.339
H -2.412 -3.954 -1.173
H -3.980 -3.232 -1.592
H -2.761 -2.264 -0.748
H -1.389 -1.547 1.292
H -0.654 -3.173 1.250
H -0.533 -2.171 2.708
H -6.400 -3.769 1.382
H -6.419 -2.246 2.314
H -6.724 -3.791 3.127
*
```

These are the Löwdin partial charges, in e, on atoms 1 to 4: number 1, C, carries -0.18; number 2, C, carries -0.44; number 3, C, carries -0.72; number 4, Cl, carries 0.20

# 3
Computed, not measured: 7 unconnected molecules or ions with the total composition C23H58F6N6O5P at a distorted geometry, with wB97M-V/def2-TZVPD.

Values from the calculation:
Kohn-Sham gap   9.4 eV
Electronic energy   -2554.79101 Eh
ΔE to the lowest compared entry with this formula, charge and spin   0.0000 eV
Strongest force on any atom   2.18 eV/A
LUMO   -0.41189 Ha

```
! RIJCOSX wB97M-V def2-TZVPD def2/J DEFGRID3
* xyz 5 1
C -6.583 10.729 -1.391
C -5.850 12.038 -1.523
O -4.682 12.157 -1.622
N -6.667 13.307 -1.275
H -7.041 13.168 -0.324
H -5.996 14.072 -1.132
C -7.722 13.889 -2.210
H -7.457 10.787 -2.053
H -6.842 10.573 -0.344
H -6.072 9.866 -1.802
H -7.965 14.900 -1.910
H -8.539 13.177 -2.276
H -7.332 13.843 -3.227
C -5.695 10.770 -6.287
C -6.076 9.690 -5.327
O -6.776 9.796 -4.378
N -5.495 8.303 -5.614
H -6.013 7.913 -6.412
H -4.535 8.389 -5.969
C -5.525 7.309 -4.468
H -5.772 11.725 -5.778
H -6.435 10.776 -7.093
H -4.720 10.603 -6.742
H -6.537 7.287 -4.076
H -4.804 7.594 -3.712
H -5.322 6.341 -4.919
C -7.158 18.350 -3.217
C -6.977 18.502 -4.690
O -7.554 19.252 -5.383
N -5.725 17.741 -5.185
H -5.272 17.183 -4.462
H -6.084 17.028 -5.830
C -4.718 18.692 -5.812
H -7.294 17.311 -2.922
H -7.969 19.008 -2.918
H -6.275 18.708 -2.674
H -4.070 18.018 -6.369
H -4.195 19.231 -5.030
H -5.175 19.364 -6.530
C -15.546 12.406 -2.048
C -14.654 13.536 -2.442
O -14.888 14.473 -3.103
N -13.210 13.412 -1.878
H -13.222 13.779 -0.922
H -12.909 12.438 -1.859
C -12.188 14.192 -2.710
H -16.515 12.597 -2.508
H -15.744 12.368 -0.974
H -15.153 11.462 -2.427
H -11.239 14.029 -2.209
H -12.427 15.246 -2.700
H -12.229 13.728 -3.688
C -10.653 13.524 -9.072
C -9.859 13.982 -10.255
O -10.169 14.841 -10.990
N -8.592 13.187 -10.591
H -7.783 13.691 -10.217
H -8.580 12.268 -10.150
C -8.400 13.003 -12.083
H -11.261 12.648 -9.304
H -11.312 14.352 -8.813
H -10.167 13.350 -8.108
H -8.556 13.927 -12.630
H -9.150 12.299 -12.436
H -7.399 12.608 -12.228
C -10.277 22.632 -5.172
C -11.001 21.584 -6.046
C -10.005 21.000 -7.029
N -10.645 20.330 -8.218
C -11.152 21.434 -9.124
C -9.620 19.497 -8.928
C -10.376 18.427 -9.689
C -11.807 18.413 -9.140
C -11.781 19.382 -7.936
H -9.909 23.422 -5.831
H -9.423 22.172 -4.676
H -10.993 23.102 -4.505
H -11.908 22.070 -6.410
H -11.383 20.784 -5.403
H -9.356 20.255 -6.579
H -9.373 21.816 -7.385
H -11.652 22.164 -8.499
H -11.874 21.019 -9.823
H -10.305 21.852 -9.658
H -8.882 20.116 -9.428
H -9.101 18.958 -8.129
H -10.383 18.623 -10.764
H -9.869 17.464 -9.631
H -12.480 18.847 -9.876
H -12.158 17.427 -8.857
H -12.720 19.921 -7.897
H -11.481 18.855 -7.032
P -9.744 15.714 -5.461
F -9.842 14.103 -5.121
F -8.168 15.796 -4.991
F -9.284 15.399 -6.982
F -9.719 17.284 -5.754
F -11.292 15.549 -5.890
F -10.201 16.006 -3.933
*
```

These are the Löwdin partial charges, in e, on atoms 1 to 4: number 1, C, carries 0.03; number 2, C, carries -0.38; number 3, O, carries 0.22; number 4, N, carries 0.09

# 4
Computed, not measured: a molecular structure, C25H37FeTe at a distorted geometry, with wB97M-V/def2-TZVPD.

Values from the calculation:
Kohn-Sham gap (alpha / beta)   6.7 / 5.2 eV
⟨S²⟩   8.770
Electronic energy   -2505.85375 Eh
ΔE to the lowest compared entry with this formula, charge and spin   1.6450 eV
Strongest force on any atom   1.18 eV/A
LUMO (alpha / beta)   -0.28488 / -0.33975 Ha

```
! RIJCOSX wB97M-V def2-TZVPD def2/J DEFGRID3
* xyz 2 6
Fe -0.069 0.423 0.363
C -1.490 1.123 -1.582
C -0.100 1.328 -1.713
C 0.485 -0.021 -1.956
C -0.577 -0.941 -1.911
C -1.815 -0.254 -1.786
C -3.178 -0.790 -2.038
C -3.562 -0.286 -3.457
C -4.186 -0.226 -1.023
C -3.203 -2.319 -2.024
C 1.914 -0.503 -2.137
C 1.940 -1.982 -2.555
C 2.654 0.291 -3.223
C 2.613 -0.421 -0.757
C 0.462 2.750 -1.631
C 1.805 2.843 -0.894
C 0.578 3.318 -3.056
C -0.509 3.640 -0.823
H -2.232 1.897 -1.468
H -0.495 -2.004 -2.058
H -3.610 0.803 -3.495
H -4.544 -0.685 -3.708
H -2.846 -0.635 -4.203
H -4.256 0.861 -1.078
H -3.920 -0.516 -0.004
H -5.174 -0.627 -1.242
H -2.598 -2.734 -2.832
H -4.223 -2.668 -2.172
H -2.847 -2.717 -1.071
H 1.377 -2.148 -3.474
H 1.551 -2.639 -1.775
H 2.971 -2.276 -2.742
H 2.081 0.266 -4.151
H 3.622 -0.169 -3.418
H 2.828 1.330 -2.962
H 2.014 -0.964 0.000
H 2.795 0.599 -0.427
H 3.579 -0.924 -0.805
H 2.620 2.351 -1.412
H 1.718 2.434 0.126
H 2.079 3.892 -0.797
H 1.245 2.720 -3.676
H 0.968 4.335 -3.013
H -0.401 3.342 -3.536
H -0.777 3.173 0.135
H -1.422 3.866 -1.371
H -0.027 4.591 -0.602
C -0.628 0.254 5.119
Te -0.882 0.085 2.969
C 0.712 -1.370 3.094
C 1.008 -1.576 4.556
C 1.930 -2.540 4.948
C 2.197 -2.732 6.292
C 1.546 -1.963 7.250
C 0.629 -1.002 6.866
C 0.362 -0.801 5.514
H -1.613 0.092 5.555
H -0.299 1.262 5.369
H 1.593 -0.986 2.577
H 0.397 -2.298 2.618
H 2.432 -3.141 4.200
H 2.909 -3.488 6.593
H 1.754 -2.119 8.299
H 0.120 -0.407 7.614
*
```

These are the Löwdin partial charges, in e, on atoms 1 to 4: number 1, Fe, carries 0.78; number 2, C, carries 0.00; number 3, C, carries -0.16; number 4, C, carries -0.12

What is the electronic energy in the second record?
-2864.36936 Eh